{
  "formula": "C39H38AsN3O6PPtS",
  "method": "the ωB97M-V functional and the def2-TZVPD basis",
  "elements": ["H", "H", "H", "C", "C", "H", "H", "H", "H", "H", "H", "H", "N", "H", "C", "C", "C", "H", "H", "C", "S", "C", "C", "C", "O", "C", "H", "H", "O", "H", "C", "C", "C", "H", "H", "H", "O", "C", "C", "C", "C", "C", "O", "H", "C", "O", "H", "C", "H", "O", "C", "H", "N", "C", "H", "C", "C", "N", "C", "C", "H", "H", "H", "H", "H", "C", "As", "H", "C", "H", "H", "C", "C", "H", "H", "H", "C", "H", "C", "Pt", "C", "C", "C", "C", "C", "C", "H", "P", "H", "C"],
  "coordinates": [[-1.758250, 3.350884, -2.172934], [-2.159668, 3.454015, -0.434770], [1.671214, 1.594171, 2.804271], [-4.596602, -0.985582, -2.937467], [5.559865, -1.023056, -2.034948], [-3.827380, -0.412347, 0.109379], [-6.518556, -1.930592, -2.973610], [-3.433935, 3.100868, -1.632847], [4.422556, 4.941889, 1.330042], [5.268651, 0.608260, -0.684130], [6.591452, -0.758216, -2.224467], [-6.330693, 2.004655, -4.643539], [-0.556315, 1.420674, 1.364695], [3.149325, 1.808950, -2.268251], [4.996139, -2.116042, -2.675192], [3.611995, 3.015979, 0.870289], [-2.398438, 0.221998, -2.911980], [-0.260046, -5.223026, 3.562071], [-1.908583, -0.750200, -2.863252], [2.962358, -1.710358, -1.502031], [1.362923, -2.194085, -0.995383], [4.067166, -1.340756, 3.509433], [-4.489917, 1.221121, -3.878782], [4.811829, -0.252967, -1.152856], [0.426012, -1.152616, -1.637125], [3.682393, -2.469198, -2.404024], [4.077335, 4.001957, -2.832921], [0.145080, -3.513050, 1.821018], [1.055656, -3.534884, -1.380907], [-2.603626, -2.088697, -0.298478], [-2.386260, -5.244647, 3.267793], [-0.359844, 2.656800, 1.857061], [-6.583005, 0.039005, -3.822132], [2.198500, 0.982233, 5.113439], [3.224287, -3.340645, -2.852780], [0.038111, 3.446540, 1.245045], [0.779358, 3.441162, -2.910090], [2.648776, 0.428910, 4.299348], [-1.677820, -2.286422, 0.251729], [-1.190988, 1.406861, 3.531255], [2.930345, 0.077721, 1.932381], [3.508060, -0.628653, 4.560668], [0.514042, 3.392351, -0.762827], [-4.055127, -3.348660, 1.016416], [-2.383836, 2.958392, -1.375561], [1.397501, -1.976027, 0.438520], [-0.744648, 3.558205, 3.829888], [-3.713679, 0.652311, -0.067036], [-4.591531, 1.025697, -0.593371], [0.485938, 1.539434, -1.942748], [-0.861250, -3.848806, 2.035778], [5.581618, -2.704270, -3.368556], [0.644489, 2.864665, -1.855936], [-3.450747, -4.722943, 2.550522], [-1.828795, 0.851893, -3.595934], [3.952437, 3.728162, -1.793898], [-1.042383, 0.629618, 2.388260], [-1.216129, -0.997074, 0.787918], [-3.854464, 0.146556, -3.261947], [-0.762715, 2.689007, 3.192997], [3.737221, -0.901600, 5.582317], [3.510183, 2.744956, 1.911969], [-7.640665, -0.005067, -4.044484], [-3.592542, 1.180194, 0.878725], [-2.561435, -5.996692, 4.025889], [-1.930738, -3.317298, 1.317668], [-2.184577, 1.058473, -1.166192], [4.729217, -2.173222, 3.707823], [-1.092309, -4.807037, 3.009609], [-3.915610, 2.097452, -4.159412], [-1.578402, 1.072365, 4.480704], [-5.953462, -1.040618, -3.217691], [3.776461, -0.994532, 2.198855], [-0.964495, -2.653321, -0.467331], [-4.104720, -1.838152, -2.481060], [4.710729, 5.587642, -1.038907], [-3.221799, -3.756461, 1.578777], [-4.458562, -5.065497, 2.744681], [3.486537, -0.575841, -0.874117], [-0.074458, 0.337158, -0.254913], [4.304459, 4.617214, -0.786382], [2.356262, 0.778697, 2.990418], [-5.848210, 1.167926, -4.156064], [-1.381140, -0.669758, 2.022883], [3.428334, 2.488859, -1.472626], [4.137891, 4.257857, 0.541509], [4.203893, -1.569682, 1.387918], [2.491557, 0.517275, 0.233579], [-1.838458, -1.372524, 2.713928], [3.248656, 2.124108, -0.135584]],
  "forces_ev_per_a": [[0.014, -0.026, 0.013], [0.015, 0.007, 0.006], [-0.026, 0.046, -0.007], [-0.017, -0.014, 0.005], [-0.012, -0.031, -0.012], [0.009, -0.010, -0.007], [0.004, 0.005, 0.001], [-0.005, 0.032, 0.001], [0.002, -0.002, -0.003], [0.007, -0.006, 0.000], [0.001, -0.001, 0.006], [0.001, -0.002, 0.000], [0.452, 0.347, -0.050], [0.019, -0.015, -0.001], [0.034, 0.037, 0.023], [0.011, -0.003, 0.014], [0.004, 0.113, -0.005], [-0.002, 0.003, -0.002], [-0.029, -0.016, 0.026], [-0.034, 0.155, -0.057], [0.186, -0.383, 0.760], [0.003, -0.005, -0.012], [0.000, 0.017, 0.034], [-0.013, 0.048, 0.007], [-0.158, 0.116, 0.236], [0.026, -0.053, 0.069], [-0.003, 0.001, 0.003], [0.034, 0.013, -0.019], [-0.106, 0.223, -0.843], [-0.013, -0.061, -0.039], [-0.011, -0.013, 0.014], [-0.092, 0.217, -0.110], [0.002, 0.000, 0.000], [0.006, -0.001, -0.005], [-0.008, 0.017, 0.004], [0.003, -0.034, 0.105], [0.298, -0.226, 0.312], [0.002, 0.008, 0.009], [-0.280, 0.025, -0.001], [-0.042, -0.039, 0.141], [0.008, -0.060, -0.033], [-0.008, 0.010, -0.003], [0.404, -0.239, -0.384], [0.003, -0.006, -0.002], [0.025, -0.022, -0.052], [-0.094, -0.058, 0.143], [0.006, -0.006, -0.022], [-0.002, 0.027, -0.025], [-0.020, 0.000, 0.017], [0.504, 0.074, 0.587], [-0.029, -0.076, 0.028], [-0.001, 0.008, -0.004], [-1.099, 0.238, -0.145], [-0.008, 0.012, 0.005], [0.020, -0.031, -0.014], [0.003, -0.005, 0.010], [0.026, 0.426, 0.285], [1.154, -0.263, 0.296], [0.004, -0.024, -0.060], [0.024, -0.012, -0.032], [-0.002, 0.000, -0.002], [-0.017, -0.005, -0.008], [0.004, 0.001, 0.001], [0.006, -0.016, 0.010], [-0.002, 0.003, -0.009], [-0.001, -0.066, -0.032], [-0.342, -0.443, -0.055], [-0.004, 0.002, -0.002], [0.003, 0.031, -0.020], [-0.002, -0.004, -0.004], [0.018, -0.011, -0.018], [0.001, -0.002, -0.002], [0.088, -0.002, -0.006], [0.093, -0.090, -0.092], [0.004, -0.001, -0.001], [0.001, -0.004, 0.002], [-0.003, 0.036, 0.024], [0.007, 0.001, -0.002], [0.004, 0.070, -0.088], [-0.144, 0.807, -1.374], [-0.007, -0.007, -0.009], [-0.052, -0.049, 0.028], [-0.004, 0.000, 0.002], [-0.538, -0.270, 0.328], [-0.008, 0.025, -0.002], [0.005, -0.006, 0.015], [-0.009, 0.012, 0.009], [-0.106, -0.658, 0.059], [-0.025, 0.072, -0.055], [-0.167, 0.090, 0.096]],
  "lowdin_charge": [0.0424, 0.0430, 0.0784, -0.0582, -0.0396, 0.0256, 0.1101, 0.0506, 0.1113, 0.1202, 0.1163, 0.1107, -0.1571, 0.1166, -0.0395, -0.0657, -0.2504, 0.1101, 0.0787, -0.2715, 0.5020, -0.0580, -0.0529, -0.0684, -0.4752, -0.0264, 0.1175, 0.1072, -0.2433, 0.1015, -0.0729, -0.1470, -0.0714, 0.1110, 0.1239, 0.0973, 0.0974, -0.0601, -0.1424, -0.0138, -0.3431, -0.0644, -0.0011, 0.1113, -0.2009, -0.3695, 0.1077, -0.2080, 0.0520, -0.2633, -0.0262, 0.1171, -0.5453, -0.0697, 0.0963, -0.0535, -0.3216, -0.1391, -0.3231, -0.0608, 0.1100, 0.0965, 0.1095, 0.0493, 0.1084, -0.2346, 1.1853, 0.1115, -0.0576, 0.1168, 0.1185, -0.0656, -0.0682, 0.0776, 0.1114, 0.1122, -0.0386, 0.1081, -0.3065, 1.2555, -0.0539, -0.1067, -0.0652, -0.0501, -0.1265, -0.0573, 0.1089, 1.0982, 0.1599, -0.3595],
  "homo_lumo_gap_ev": 6.94,
  "total_charge": 1
}

{
  "formula": "C39H38AuN6OSTe",
  "method": "the ωB97M-V functional and the def2-TZVPD basis",
  "elements": ["H", "C", "C", "O", "C", "C", "C", "S", "H", "Te", "C", "H", "H", "C", "Au", "C", "H", "H", "H", "H", "H", "H", "C", "C", "N", "C", "C", "C", "C", "C", "C", "C", "C", "H", "C", "H", "N", "H", "C", "C", "N", "H", "C", "H", "C", "H", "H", "H", "H", "H", "H", "C", "H", "C", "C", "C", "C", "H", "C", "H", "C", "H", "H", "H", "H", "H", "C", "C", "C", "H", "C", "H", "H", "C", "H", "N", "C", "H", "N", "H", "N", "C", "C", "H", "H", "H", "C"],
  "coordinates": [[-4.485771, -5.633651, 0.500737], [2.421242, -1.990523, 5.087665], [1.453926, -1.331216, 5.834168], [1.068259, -2.796516, 1.190075], [0.298650, -0.736163, 3.812563], [-2.616182, 2.909113, 2.701957], [-1.082651, 3.135776, 4.548218], [3.247681, 1.222940, 2.797466], [5.226419, 4.074336, 3.521061], [0.978099, -1.796558, -0.946844], [2.008375, -0.213499, -4.732381], [1.522899, -1.310133, 6.914280], [3.073419, -2.553310, 3.123417], [-0.891145, -2.821024, -0.933290], [1.401977, 1.559902, 1.189074], [-0.752845, 4.402082, -2.308287], [3.246929, -2.485150, 5.583300], [-2.963807, -0.496597, 0.112258], [-5.215207, -4.939830, -0.942583], [-1.217757, -0.471647, 0.415828], [-2.262375, -1.699186, -3.111945], [-0.511715, 1.156124, -1.413388], [-1.584227, 2.400043, 1.924008], [-3.113953, -3.238977, -0.126803], [0.528015, 2.687166, -0.570176], [2.324684, -2.035337, 3.708276], [-1.032896, 3.031956, -2.336580], [0.905555, -0.141628, -7.006359], [-2.013624, -2.396164, -0.208001], [1.957841, -0.395773, -3.357608], [-0.887679, -4.081308, -1.557759], [-3.124827, -4.499637, -0.705206], [1.777092, 4.431998, 0.432360], [-1.985618, -5.881305, -1.872446], [0.855988, -0.239628, -5.506456], [-1.265245, 5.066149, -2.991912], [4.710526, 3.226956, 3.702174], [3.073139, 0.087199, -1.564838], [0.168833, 4.887628, -1.416403], [0.711659, -0.628797, -2.736364], [0.974257, -0.606758, 0.722661], [-0.069728, -4.640412, -3.462064], [-2.118740, -1.068616, 0.501877], [0.465850, 0.796836, -7.348810], [0.815546, 4.010379, -0.528050], [1.143065, -4.029767, -2.345782], [0.329381, -0.954437, -7.449468], [-0.356951, -0.178627, 5.769220], [-1.280452, -0.323620, -5.450406], [-3.979986, -2.896076, 0.430004], [0.927074, 2.512138, 4.189155], [-1.838545, -0.716960, -2.895114], [-3.613768, 3.025327, 2.293236], [1.104447, -1.600027, 1.605794], [-4.311105, -5.409721, -0.552544], [-2.005309, -4.896989, -1.416619], [3.241707, -0.321162, -2.563446], [2.104879, 5.463435, 0.504427], [-3.420455, 3.809351, 4.831582], [0.478088, -5.641104, -2.118589], [-0.063235, 2.624269, 3.758370], [-2.301375, -1.232048, 1.565442], [2.970516, -0.059212, -5.208388], [-0.523381, -0.246217, 3.309484], [3.962319, 0.322661, -3.065760], [0.415593, 5.941143, -1.383638], [0.396764, -0.702445, 5.195038], [-0.367860, -0.366760, -4.864131], [-0.359172, 2.226631, -1.446269], [-1.749665, 2.617997, -3.030915], [0.235233, -4.620596, -2.414093], [1.927374, -0.200869, -7.377076], [-4.154904, -6.346723, -1.084337], [1.263698, -1.400041, 3.068125], [3.701597, -1.306909, -2.454816], [2.291358, 3.550403, 1.230544], [-2.367561, 3.278757, 4.022406], [-1.805640, 2.123664, 0.897132], [3.259222, 3.862112, 2.067726], [5.234801, 2.457580, 4.078948], [-4.267976, 4.238297, 5.481623], [-0.296921, 2.241999, 2.437558], [-0.465009, -0.572987, -3.493490], [-1.822894, -0.588281, -1.817660], [-0.891040, 3.425782, 5.575153], [-2.507946, 0.032709, -3.320625], [3.743166, 2.900080, 2.803331]],
  "forces_ev_per_a": [[-0.017, -0.027, -0.009], [0.057, -0.032, 0.025], [-0.012, 0.036, -0.010], [0.076, 0.178, 0.139], [0.026, 0.025, -0.113], [-0.097, -0.014, -0.120], [0.127, 0.003, 0.095], [0.482, 0.368, -0.160], [-0.136, 0.067, 0.066], [-0.161, -0.167, 0.097], [-0.082, 0.030, -0.009], [0.013, 0.012, -0.004], [-0.042, -0.046, -0.019], [0.049, -0.436, -0.033], [0.080, -0.119, 0.655], [-0.285, -0.399, -0.278], [0.006, 0.029, 0.000], [-0.013, -0.008, 0.020], [-0.005, -0.008, 0.005], [-0.052, 0.136, 0.033], [-0.018, 0.004, 0.053], [-0.094, 0.070, -0.029], [-0.132, 0.132, 0.405], [0.070, 0.045, -0.003], [0.466, 0.429, -0.707], [-0.018, 0.058, -0.019], [0.040, 0.425, 0.070], [-0.010, 0.072, 0.076], [0.119, 0.038, 0.170], [-0.106, 0.133, 0.214], [0.080, 0.251, 0.026], [0.013, -0.059, -0.064], [0.963, 0.172, 0.916], [-0.021, 0.015, -0.033], [-0.048, -0.023, -0.060], [0.047, 0.059, 0.019], [0.102, 0.170, -0.195], [0.049, 0.052, 0.017], [0.440, 0.121, 0.523], [0.294, -0.033, -0.038], [0.127, 0.051, -0.292], [0.015, 0.020, 0.000], [-0.030, -0.124, -0.035], [0.028, 0.001, -0.028], [-1.148, -0.669, -0.887], [0.142, -0.032, -0.057], [0.020, 0.011, -0.052], [0.002, -0.011, -0.002], [-0.009, -0.035, 0.004], [-0.004, -0.017, 0.013], [0.014, -0.014, 0.007], [0.021, 0.104, -0.086], [-0.004, 0.007, 0.035], [-0.085, -0.404, -0.072], [0.017, 0.060, 0.002], [-0.051, -0.002, -0.003], [-0.105, -0.117, -0.007], [-0.004, 0.015, -0.064], [-0.221, 0.109, 0.160], [0.021, 0.010, 0.000], [-0.367, 0.113, 0.079], [0.029, 0.040, 0.012], [0.002, 0.011, 0.001], [-0.009, 0.037, 0.004], [-0.023, 0.008, -0.001], [-0.054, 0.010, 0.022], [-0.034, 0.045, 0.030], [0.054, 0.010, 0.010], [-0.111, -0.079, 0.168], [0.023, -0.043, -0.018], [-0.139, 0.077, 0.095], [-0.001, 0.024, -0.008], [-0.026, -0.017, 0.018], [-0.052, -0.010, 0.151], [0.022, -0.002, 0.018], [-0.481, -0.660, -0.808], [0.207, -0.097, -0.149], [-0.031, 0.006, -0.027], [0.453, 1.412, 0.242], [0.006, -0.027, 0.030], [0.038, -0.028, -0.034], [-0.004, -0.206, -0.315], [-0.062, -0.075, 0.128], [-0.064, 0.086, -0.155], [-0.034, 0.019, -0.010], [0.002, 0.011, -0.025], [-0.339, -1.387, 0.185]],
  "lowdin_charge": [0.0861, -0.0796, -0.0799, -0.1472, -0.0471, -0.0501, -0.0455, 0.6070, 0.0955, 1.9434, -0.0088, 0.1021, 0.1203, -0.3012, 0.8322, -0.0593, 0.1032, 0.0944, 0.0839, 0.0221, 0.0981, 0.0723, -0.1436, -0.0038, 0.0080, -0.0521, -0.0404, -0.0437, -0.2890, -0.3165, -0.2862, -0.2540, -0.0806, 0.1220, -0.2562, 0.1090, 0.0621, 0.0505, -0.0143, -0.3275, -0.2717, 0.0917, -0.0626, 0.0853, -0.2564, 0.0194, 0.0829, 0.1075, 0.1272, 0.1307, 0.0713, -0.0462, 0.1094, -0.6566, -0.0423, -0.0133, -0.0901, 0.1272, -0.2041, 0.0888, -0.1474, 0.0973, 0.1212, 0.0977, 0.0858, 0.1144, -0.0689, -0.0128, -0.1403, 0.1019, -0.0613, 0.0760, 0.0747, -0.2172, 0.0779, -0.1366, -0.2598, 0.0664, -0.0138, 0.0703, 0.1348, -0.2448, -0.2916, 0.0319, 0.1125, 0.0900, -0.8422],
  "s2": 0.758,
  "homo_lumo_gap_ev": [6.08, 5.65],
  "spin_multiplicity": 2
}

Here are the calculated total energy numbers, same order: -142015.61828, -73864.90604 (eV).
Here are the calculated relative energy (zero: lowest compared OMol25 entry of this formula, charge and spin) numbers, same order: 0.0, 31.6 (kcal/mol).